<i>
C2H6N2S2 | ωB97M-V with the def2-TZVPD basis set

The geometry in ORCA input format:
```
! wB97M-V def2-TZVPD RIJCOSX def2/J DEFGRID3
* xyz 0 1
H 0.49625 2.64460 -0.02698
N 0.99415 1.76429 -0.00256
C 0.24303 0.75799 0.00660
N -1.13491 0.81013 0.03232
S -2.23787 -0.48842 -0.08538
S 0.88532 -0.88984 -0.00868
C 2.63054 -0.49009 0.00975
H -1.64572 1.68336 -0.02611
H -2.49573 -0.62697 1.23071
H 3.25532 -1.40080 0.04633
H 2.81040 0.05662 -0.93405
H 2.96432 0.06702 0.90856
*
```

Structure (SMILES) ... [H]/N=C(\NS)SC
E_HOMO ... -0.3288 Ha
Gap between HOMO and LUMO ... 0.351 Ha

***

<ii>
C2H6N2S2 | ωB97M-V with the def2-TZVPD basis set

The geometry in ORCA input format:
```
! wB97M-V def2-TZVPD RIJCOSX def2/J DEFGRID3
* xyz 0 1
H 0.92659 0.05762 1.80392
N 0.93205 -0.46679 0.91149
C 0.15258 -0.05086 0.02206
C -0.65224 1.11491 0.07810
S -1.42769 1.52327 1.77179
N 0.02988 -0.94596 -1.11391
S 1.51924 -1.60469 -1.59948
H 0.05657 2.24257 0.13879
H -1.42562 1.59663 -0.84507
H -1.08330 -0.05688 2.14398
H -0.40573 -0.45418 -2.06604
H 1.37767 -2.95563 -1.24564
*
```

Structure (SMILES) ... [H]/N=C(\CS)NS
E_HOMO ... -0.3335 Ha
Gap between HOMO and LUMO ... 0.343 Ha

***

<iii>
C2H6N2S2 | ωB97M-V with the def2-TZVPD basis set

The geometry in ORCA input format:
```
! wB97M-V def2-TZVPD RIJCOSX def2/J DEFGRID3
* xyz 0 1
C -0.08999 1.39058 0.10451
N 0.05911 -0.04549 -0.05194
N -0.67107 -0.77325 0.85778
C 0.96625 -0.68729 -1.16647
S 1.53988 0.25291 -2.36508
S 0.89811 -2.34433 -0.97791
H 0.00589 1.76681 -0.93527
H -1.09259 1.57621 0.49104
H 0.82852 1.82841 0.74668
H -0.22925 -0.73438 1.78696
H -0.66986 -1.70880 0.44950
H 1.25125 -2.72962 -2.23372
*
```

Structure (SMILES) ... CN(N)C(=S)S
E_HOMO ... -0.2965 Ha
Gap between HOMO and LUMO ... 0.303 Ha

***

<iv>
C2H6N2S2 | ωB97M-V with the def2-TZVPD basis set

The geometry in ORCA input format:
```
! wB97M-V def2-TZVPD RIJCOSX def2/J DEFGRID3
* xyz 0 1
H -0.04728 2.41168 -0.04048
N -0.52188 1.45918 -0.17035
C 0.30178 0.50852 -0.15472
N 1.67297 0.48996 -0.03589
S 2.73859 -0.75215 -0.26668
S -0.25369 -1.16818 -0.04651
C -2.01090 -0.87936 -0.19474
H 2.08556 1.47206 0.35106
H 2.81571 -1.09785 1.08331
H -2.15919 -0.33752 0.74812
H -2.47179 -1.85319 -0.12871
H -2.14986 -0.25315 -1.14442
*
```

Structure (SMILES) ... [H]/N=C(\NS)SC
E_HOMO ... -0.3208 Ha
Gap between HOMO and LUMO ... 0.340 Ha

***

Of them, the most stable is <i> and the least stable is <ii>.

***

<i>
C2H2ClNO | ωB97M-V with the def2-TZVPD basis set

The geometry in ORCA input format:
```
! wB97M-V def2-TZVPD RIJCOSX def2/J DEFGRID3
* xyz 0 1
C -1.84646 0.65187 0.17263
C -0.48671 0.50649 0.08263
N 0.18094 -0.22501 -0.66002
O -1.20948 -0.71814 -0.36820
Cl 3.44285 -0.48138 -0.14188
H -2.33751 0.62788 1.19593
H 2.25636 -0.36172 -0.28108
*
```

E_HOMO ... -0.3752 Ha
Gap between HOMO and LUMO ... 0.362 Ha

***

<ii>
C2H2ClNO | ωB97M-V with the def2-TZVPD basis set

The geometry in ORCA input format:
```
! wB97M-V def2-TZVPD RIJCOSX def2/J DEFGRID3
* xyz 0 1
C 1.74628 0.08089 -0.52054
C 0.87603 -0.76205 0.10171
N -0.33021 -0.37814 0.31270
O 0.56151 0.75818 0.02827
Cl -3.40073 0.11076 -0.04520
H 2.61947 0.45711 -0.13545
H -2.07235 -0.26676 0.25850
*
```

E_HOMO ... -0.3774 Ha
Gap between HOMO and LUMO ... 0.333 Ha

***

<iii>
C2H2ClNO | ωB97M-V with the def2-TZVPD basis set

The geometry in ORCA input format:
```
! wB97M-V def2-TZVPD RIJCOSX def2/J DEFGRID3
* xyz 0 1
C 0.08033 0.40854 -1.31333
C -0.18911 -0.04341 1.23839
N 0.63710 0.18496 -0.22350
O -0.59486 0.59691 -2.24114
Cl -0.54348 -1.75124 1.29749
H -1.11133 0.41313 1.28186
H 1.72136 0.19111 -0.03978
*
```

E_HOMO (alpha / beta) ... -0.2771 / -0.2771 Ha
Gap between HOMO and LUMO (alpha / beta) ... 0.266 / 0.266 Ha

***

Of them, the most stable is <iii> and the least stable is <ii>.

***

<i>
C3H4INO2 | ωB97M-V with the def2-TZVPD basis set

The geometry in ORCA input format:
```
! wB97M-V def2-TZVPD RIJCOSX def2/J DEFGRID3
* xyz 0 1
C -1.04963 -0.29374 0.26842
C 2.87563 -1.00578 -0.23985
C -1.66296 1.00657 -0.09174
N 0.19110 -0.50804 0.36880
O 3.86696 -1.52205 -0.51595
O 0.79805 -1.51332 0.73613
I 2.20019 0.96953 -0.51217
H -1.72303 -1.11460 0.52026
H -2.52150 1.16364 0.55568
H -2.01906 0.99780 -1.12171
H -0.95574 1.81999 0.03213
*
```

E_HOMO (alpha / beta) ... -0.3033 / -0.3155 Ha
Gap between HOMO and LUMO (alpha / beta) ... 0.272 / 0.275 Ha

***

<ii>
C3H4INO2 | ωB97M-V with the def2-TZVPD basis set

The geometry in ORCA input format:
```
! wB97M-V def2-TZVPD RIJCOSX def2/J DEFGRID3
* xyz 0 1
N -1.07347 1.01126 -1.42535
C 0.05884 0.76859 -0.76596
O 1.19928 1.16496 -0.88530
C -0.20788 -0.44111 0.28330
O -1.28043 -0.91921 0.49802
C 0.97004 -0.96954 0.94522
I 0.56371 -1.40869 2.96720
H -2.03478 0.86024 -0.95642
H -1.27281 1.85201 -1.97180
H 1.32841 -1.88785 0.48237
H 1.74909 -0.03066 0.82872
*
```

Structure (SMILES) ... NC(=O)C(=O)CI
E_HOMO ... -0.3488 Ha
Gap between HOMO and LUMO ... 0.341 Ha

***

Of them, the most stable is <ii> and the least stable is <i>.

***

<i>
C5H7N4O | ωB97M-V with the def2-TZVPD basis set

The geometry in ORCA input format:
```
! wB97M-V def2-TZVPD RIJCOSX def2/J DEFGRID3
* xyz 1 1
O 1.37684 -2.26185 -1.62804
C 1.34480 -1.25598 -0.97094
N 2.38696 -0.28661 -0.72779
N 1.98813 0.63989 0.16277
C 0.63375 0.45318 0.39853
C 0.18386 -0.63525 -0.30945
C -1.26092 -1.05631 -0.16225
N -2.14464 0.13118 0.10117
C -1.65388 1.16980 0.65977
N -0.38182 1.24732 1.02644
H 3.35049 -0.58668 -0.75344
H 2.40336 1.62287 0.23954
H -1.56799 -1.63287 -1.02388
H -1.28606 -1.68320 0.72252
H -3.01114 0.25600 -0.24828
H -2.34120 1.89010 1.01108
H -0.02053 1.98841 1.50226
*
```

Structure (SMILES) ... O=c1[nH][nH]c2c1C[NH+]=CN2
E_HOMO ... -0.4532 Ha
Gap between HOMO and LUMO ... 0.297 Ha

***

<ii>
C5H7N4O | ωB97M-V with the def2-TZVPD basis set

The geometry in ORCA input format:
```
! wB97M-V def2-TZVPD RIJCOSX def2/J DEFGRID3
* xyz 1 1
C 3.39199 -0.29904 -0.02745
C 2.29324 -1.18194 0.18065
C 2.86415 0.94878 -0.06469
C 0.68475 1.81492 -0.02664
C -1.79422 0.38536 0.22253
N 1.19385 -0.53940 0.20112
N 1.46662 0.78984 0.06022
N -1.98544 -0.65288 -0.59244
N -2.89495 1.11910 0.43340
O 0.38887 2.89002 -0.31254
H 4.37836 -0.60371 0.07557
H 2.51424 -2.26502 0.28700
H 3.46180 1.78878 -0.11793
H -1.36271 -1.39622 -0.81271
H -2.93323 -0.49764 -1.13073
H -2.94027 1.99657 0.85682
H -3.85547 0.86139 0.29780
*
```

E_HOMO (alpha / beta) ... -0.4634 / -0.4634 Ha
Gap between HOMO and LUMO (alpha / beta) ... 0.281 / 0.281 Ha

***

Of them, the most stable is <i> and the least stable is <ii>.

***

<i>
C3H7N3O | ωB97M-V with the def2-TZVPD basis set

The geometry in ORCA input format:
```
! wB97M-V def2-TZVPD RIJCOSX def2/J DEFGRID3
* xyz 2 1
N -1.69116 0.65107 -1.43660
C -0.83934 0.09771 -0.64678
C -0.77991 -1.26395 -0.02966
O 0.39268 -1.15239 0.84973
C 1.03626 0.06543 0.72622
N 2.08139 0.26036 1.46954
N 0.28062 0.76742 -0.18115
H -2.52077 0.11731 -1.83432
H -1.49012 1.56866 -1.76742
H -1.74972 -1.40700 0.54689
H -0.35617 -2.00491 -0.74071
H 2.78015 0.95989 1.29870
H 2.25230 -0.33033 2.23128
H 0.60378 1.67075 -0.48573
*
```

Structure (SMILES) ... [NH2+]=C1COC(=[NH2+])N1
E_HOMO ... -0.7817 Ha
Gap between HOMO and LUMO ... 0.427 Ha

***

<ii>
C3H7N3O | ωB97M-V with the def2-TZVPD basis set

The geometry in ORCA input format:
```
! wB97M-V def2-TZVPD RIJCOSX def2/J DEFGRID3
* xyz 2 1
C -2.84020 0.56109 0.02838
C -1.47106 0.48580 -0.05139
N -0.31584 0.58200 0.07165
N 0.94371 0.84458 -0.02679
N 2.04682 -0.00024 0.03315
C 1.79108 -1.37038 -0.02391
O 3.09735 0.55162 -0.01920
H -3.45778 -0.27912 -0.34724
H -3.16996 1.44255 -0.54291
H -3.07016 0.71775 1.10765
H 1.18147 1.84582 -0.35200
H 1.06689 -1.56421 -0.68445
H 1.49634 -1.68740 0.93813
H 2.70134 -2.12986 -0.13108
*
```

Structure (SMILES) ... CC#[N+]N[N+](C)=O
E_HOMO ... -0.7784 Ha
Gap between HOMO and LUMO ... 0.357 Ha

***

Of them, the most stable is <i> and the least stable is <ii>.

***

<i>
C4H8Cl2Si | ωB97M-V with the def2-TZVPD basis set

The geometry in ORCA input format:
```
! wB97M-V def2-TZVPD RIJCOSX def2/J DEFGRID3
* xyz 0 1
C 1.57891 -0.63780 -0.40579
C 0.92928 0.36386 0.08533
C 0.95192 -1.78485 -1.21975
C 1.05325 1.66069 0.78473
Si -2.58072 0.42760 0.85392
Cl -3.67685 1.63351 -0.51673
Cl -3.40434 -1.53749 0.41096
H 2.60272 -0.65368 -0.50628
H 1.20732 -2.61925 -0.62660
H -0.14377 -1.78676 -1.36389
H 1.37457 -1.80715 -2.15051
H 2.12089 2.10518 0.61823
H 0.49304 2.30831 0.12584
H 0.48807 1.78155 1.73758
H -2.99428 0.54627 2.17295
*
```

E_HOMO (alpha / beta) ... -0.3228 / -0.3051 Ha
Gap between HOMO and LUMO (alpha / beta) ... 0.317 / 0.240 Ha

***

<ii>
C4H8Cl2Si | ωB97M-V with the def2-TZVPD basis set

The geometry in ORCA input format:
```
! wB97M-V def2-TZVPD RIJCOSX def2/J DEFGRID3
* xyz 0 1
C 1.55182 0.16126 0.81857
C 1.30755 -0.07244 -0.43593
C 0.66314 -0.01681 2.05873
C 1.12236 -0.06847 -1.93443
Si -2.43395 0.15029 -0.27149
Cl -2.78050 -1.68722 -1.15743
Cl -3.45421 0.46724 1.43802
H 2.61646 0.40316 1.03704
H 0.14065 0.92708 2.39531
H -0.26445 -0.52786 1.65561
H 1.19993 -0.55251 2.75497
H 1.45719 0.87832 -2.37790
H 1.36379 -1.01711 -2.34465
H 0.04439 -0.11039 -2.25473
H -2.53416 1.06545 -1.38168
*
```

E_HOMO (alpha / beta) ... -0.2640 / -0.2871 Ha
Gap between HOMO and LUMO (alpha / beta) ... 0.232 / 0.309 Ha

***

Of them, the most stable is <i> and the least stable is <ii>.